{
  "formula": "C52H56O16",
  "method": "ωB97M-V/def2-TZVPD",
  "symbols": ["O", "C", "C", "C", "C", "O", "C", "C", "H", "H", "H", "H", "O", "C", "C", "C", "C", "O", "C", "C", "H", "H", "H", "H", "O", "C", "C", "C", "C", "O", "C", "C", "H", "H", "H", "H", "O", "C", "C", "C", "C", "O", "C", "C", "H", "H", "H", "H", "O", "C", "C", "C", "C", "O", "C", "C", "H", "H", "H", "H", "O", "C", "C", "C", "C", "O", "C", "C", "H", "H", "H", "H", "C", "C", "C", "O", "C", "H", "H", "H", "H", "H", "H", "H", "H", "C", "C", "C", "O", "C", "H", "H", "H", "H", "H", "H", "H", "H", "C", "C", "C", "O", "C", "H", "H", "H", "H", "H", "H", "H", "H", "C", "C", "C", "O", "C", "H", "H", "H", "H", "H", "H", "H", "H"],
  "coordinates": [[-3.064, 2.453, 8.028], [-2.942, 2.494, 6.837], [-2.926, 1.214, 6.105], [-2.617, 1.217, 4.765], [-2.161, 2.326, 4.001], [-1.848, 2.293, 2.810], [-2.289, 3.597, 4.741], [-2.638, 3.690, 6.071], [-3.040, 0.299, 6.667], [-2.531, 0.226, 4.344], [-2.160, 4.473, 4.123], [-2.841, 4.667, 6.484], [-3.847, -4.996, 0.273], [-4.058, -3.879, 0.661], [-5.241, -3.188, 0.192], [-5.532, -1.955, 0.556], [-4.787, -1.109, 1.568], [-5.012, 0.050, 1.919], [-3.591, -1.851, 1.995], [-3.298, -3.180, 1.663], [-5.946, -3.708, -0.438], [-6.411, -1.601, 0.037], [-2.906, -1.396, 2.695], [-2.354, -3.593, 1.987], [0.376, 2.622, -3.223], [1.291, 2.137, -3.916], [1.167, 0.917, -4.831], [2.225, 0.388, -5.495], [3.631, 0.970, -5.483], [4.623, 0.591, -6.033], [3.663, 2.236, -4.706], [2.628, 2.679, -3.979], [0.189, 0.463, -4.895], [2.152, -0.473, -6.144], [4.527, 2.883, -4.697], [2.630, 3.601, -3.416], [-1.325, 5.576, -2.816], [-1.884, 5.355, -1.763], [-1.967, 6.314, -0.641], [-2.515, 5.974, 0.529], [-3.289, 4.720, 0.862], [-3.837, 4.575, 1.945], [-3.212, 3.817, -0.285], [-2.558, 4.092, -1.477], [-1.569, 7.315, -0.717], [-2.495, 6.721, 1.308], [-3.649, 2.830, -0.240], [-2.693, 3.433, -2.322], [0.855, 5.272, 1.035], [1.904, 4.643, 1.092], [2.962, 4.712, 2.131], [4.046, 3.891, 2.203], [4.341, 2.854, 1.213], [5.376, 2.197, 1.114], [3.417, 2.893, 0.133], [2.296, 3.650, 0.045], [2.933, 5.474, 2.896], [4.781, 4.095, 2.969], [3.587, 2.255, -0.722], [1.624, 3.600, -0.799], [-8.052, -1.377, -2.502], [-6.915, -0.915, -2.671], [-6.671, 0.497, -2.798], [-5.444, 1.065, -2.959], [-4.191, 0.270, -3.056], [-3.069, 0.808, -3.225], [-4.467, -1.164, -2.935], [-5.690, -1.687, -2.794], [-7.518, 1.150, -2.648], [-5.436, 2.144, -2.924], [-3.673, -1.889, -3.033], [-5.844, -2.755, -2.816], [3.871, -2.543, -3.718], [3.201, -2.085, -2.436], [4.197, -1.035, -1.896], [5.471, -1.204, -2.572], [5.335, -2.443, -3.311], [3.664, -1.907, -4.578], [3.578, -3.524, -4.094], [3.138, -2.920, -1.738], [2.205, -1.723, -2.691], [4.351, -1.094, -0.819], [3.711, -0.083, -2.110], [5.647, -3.265, -2.666], [5.949, -2.449, -4.211], [4.509, -1.194, 3.185], [4.992, -2.576, 3.299], [3.813, -3.342, 2.868], [3.354, -2.567, 1.721], [3.457, -1.125, 2.012], [5.340, -0.517, 2.987], [4.003, -0.675, 4.000], [5.344, -2.855, 4.292], [5.817, -2.672, 2.593], [2.999, -3.494, 3.576], [4.033, -4.387, 2.653], [2.532, -0.617, 2.283], [3.921, -0.550, 1.211], [-0.451, 1.121, -0.246], [0.604, 0.128, -0.611], [-0.191, -0.965, -1.241], [-1.322, -1.053, -0.397], [-1.696, 0.325, -0.085], [-0.635, 1.758, -1.111], [-0.233, 1.935, 0.446], [1.181, -0.309, 0.204], [1.279, 0.544, -1.359], [0.431, -1.853, -1.131], [-0.511, -0.765, -2.264], [-2.025, 0.390, 0.952], [-2.431, 0.712, -0.790], [1.307, -6.167, 1.465], [0.019, -5.450, 1.545], [0.332, -4.136, 0.852], [1.173, -4.482, -0.206], [1.942, -5.623, 0.159], [1.234, -7.254, 1.443], [1.960, -5.964, 2.314], [-0.175, -5.355, 2.614], [-0.743, -6.046, 1.044], [0.840, -3.469, 1.549], [-0.451, -3.403, 0.656], [2.972, -5.320, 0.348], [1.934, -6.421, -0.584]],
  "multiplicity": 1,
  "relative_energy_kj_mol": 19.46,
  "smiles": "O=C1C=CC(=O)C=C1.O=C1C=CC(=O)C=C1.O=C1C=CC(=O)C=C1.O=C1C=CC(=O)C=C1.O=C1C=CC(=O)C=C1.O=C1C=CC(=O)C=C1.C1CCOC1.C1CCOC1.C1CCOC1.C1CCOC1",
  "homo_lumo_gap_ev": 7.04
}


{
  "formula": "C52H57AsCl2P2RbSSb",
  "method": "ωB97M-V/def2-TZVPD",
  "symbols": ["Rb", "Cl", "C", "Cl", "H", "H", "C", "C", "P", "C", "C", "C", "C", "C", "C", "C", "C", "C", "C", "C", "C", "C", "P", "C", "C", "C", "C", "C", "C", "C", "C", "C", "C", "C", "C", "H", "H", "H", "H", "H", "H", "H", "H", "H", "H", "H", "H", "H", "H", "H", "H", "H", "H", "H", "H", "H", "H", "H", "H", "H", "H", "S", "C", "C", "C", "C", "C", "C", "As", "C", "C", "C", "C", "C", "C", "C", "C", "C", "C", "C", "C", "H", "H", "H", "H", "H", "H", "H", "H", "H", "H", "H", "H", "H", "H", "C", "C", "Sb", "C", "C", "C", "C", "H", "H", "H", "H", "H", "H", "H", "H", "H", "H", "H", "H", "H", "H", "H"],
  "coordinates": [[-0.173, 0.080, 0.125], [1.398, -1.389, 2.290], [1.194, -3.007, 1.560], [0.469, -2.859, -0.041], [0.532, -3.583, 2.193], [2.169, -3.470, 1.478], [-0.342, 4.919, 2.157], [0.357, 4.955, 0.794], [0.764, 3.295, 0.058], [2.058, 2.729, 1.262], [3.430, 2.756, 0.990], [4.357, 2.341, 1.940], [3.938, 1.859, 3.173], [2.579, 1.780, 3.444], [1.652, 2.207, 2.499], [1.704, 3.828, -1.429], [2.675, 4.832, -1.474], [3.292, 5.165, -2.672], [2.938, 4.510, -3.848], [1.964, 3.524, -3.823], [1.355, 3.186, -2.619], [-1.765, 4.340, 2.144], [-1.901, 2.561, 1.560], [-3.054, 1.894, 2.844], [-2.793, 0.604, 3.304], [-3.568, 0.019, 4.299], [-4.613, 0.730, 4.865], [-4.877, 2.025, 4.433], [-4.105, 2.600, 3.434], [-2.960, 2.760, 0.062], [-4.147, 3.496, 0.065], [-4.938, 3.573, -1.072], [-4.548, 2.926, -2.241], [-3.365, 2.207, -2.268], [-2.580, 2.126, -1.124], [-0.398, 5.942, 2.534], [0.276, 4.373, 2.871], [1.277, 5.533, 0.869], [-0.284, 5.455, 0.062], [3.786, 3.095, 0.026], [5.416, 2.386, 1.707], [4.663, 1.538, 3.912], [2.234, 1.384, 4.393], [0.598, 2.119, 2.726], [2.960, 5.360, -0.570], [4.048, 5.943, -2.690], [3.422, 4.773, -4.781], [1.678, 3.014, -4.735], [0.591, 2.414, -2.604], [-2.396, 4.963, 1.510], [-2.166, 4.381, 3.152], [-1.976, 0.043, 2.867], [-3.357, -0.993, 4.624], [-5.224, 0.279, 5.638], [-5.694, 2.586, 4.874], [-4.334, 3.613, 3.123], [-4.478, 4.001, 0.966], [-5.865, 4.133, -1.044], [-5.172, 2.977, -3.127], [-3.060, 1.681, -3.165], [-1.677, 1.540, -1.170], [-1.113, -1.230, -2.456], [-2.827, -1.175, -2.799], [-3.321, -1.018, -4.105], [-4.683, -1.023, -4.362], [-5.598, -1.198, -3.329], [-5.132, -1.347, -2.030], [-3.765, -1.315, -1.753], [-2.989, -1.480, 0.033], [-2.815, -3.418, 0.179], [-2.399, -3.942, 1.403], [-2.231, -5.309, 1.575], [-2.460, -6.169, 0.507], [-2.860, -5.654, -0.719], [-3.040, -4.284, -0.883], [-4.693, -1.305, 1.024], [-5.308, -0.048, 0.984], [-6.513, 0.178, 1.631], [-7.127, -0.850, 2.342], [-6.521, -2.095, 2.402], [-5.311, -2.320, 1.747], [-2.611, -0.905, -4.914], [-5.037, -0.905, -5.380], [-6.661, -1.223, -3.532], [-5.844, -1.484, -1.229], [-2.213, -3.268, 2.235], [-1.923, -5.704, 2.536], [-2.325, -7.237, 0.633], [-3.032, -6.321, -1.555], [-3.344, -3.886, -1.844], [-4.845, 0.754, 0.419], [-6.977, 1.157, 1.579], [-8.071, -0.677, 2.846], [-6.994, -2.903, 2.951], [-4.868, -3.307, 1.783], [5.737, 0.798, -2.258], [4.213, 0.907, -2.344], [3.051, -0.326, -0.991], [4.614, -0.709, 0.469], [5.442, -1.983, 0.263], [3.151, -2.182, -2.108], [4.236, -2.300, -3.183], [6.213, 1.457, -2.991], [6.090, -0.217, -2.453], [6.108, 1.093, -1.274], [3.856, 0.654, -3.345], [3.892, 1.933, -2.154], [4.119, -0.720, 1.441], [5.256, 0.173, 0.458], [4.819, -2.882, 0.263], [6.181, -2.102, 1.063], [5.987, -1.965, -0.684], [2.157, -2.283, -2.551], [3.247, -2.983, -1.372], [4.160, -1.502, -3.925], [4.141, -3.249, -3.720], [5.241, -2.265, -2.758]],
  "multiplicity": 1,
  "relative_energy_kj_mol": 1.11,
  "homo_lumo_gap_ev": 6.53
}


| no. | LUMO level (eV) | calculated total energy (Eh) | highest occupied orbital energy (eV) |
| --- | --- | --- | --- |
| 1 | -2.3 | -3218.47490 | -9.36 |
| 2 | 0.1 | -6517.07018 | -6.43 |